Below is a cluster of 13 separate species, C68H156N6O13 in total, with properties calculated with ωB97M-V/def2-TZVPD.

Summary:
HOMO level in eV: -8.218
E_LUMO in eV: 0.393
Gap between HOMO and LUMO in eV: 8.611
Net charge: 0

Last column: Mulliken charge in e.
Atoms and positions in Å:
1 C 21.450 8.395 10.278  -1.986
2 C 20.417 9.537 10.292  1.767
3 C 19.185 9.133 9.465  -1.343
4 C 18.049 10.143 9.576  -0.483
5 C 17.709 10.350 11.070  -1.075
6 C 18.910 10.730 11.970  2.835
7 N 20.027 9.783 11.723  -0.058
8 O 21.174 10.271 12.417  -0.483
9 C 19.230 12.277 11.777  -0.167
10 C 18.501 10.562 13.457  -2.347
11 C 21.155 10.747 9.652  -2.003
12 H 22.293 8.626 10.920  0.393
13 H 21.899 8.308 9.292  0.408
14 H 21.004 7.426 10.576  0.376
15 H 19.554 8.973 8.449  0.403
16 H 18.891 8.163 9.866  0.360
17 H 17.208 9.711 9.039  0.506
18 H 18.193 11.099 9.033  0.236
19 H 17.381 9.410 11.494  0.655
20 H 16.976 11.122 11.278  -0.397
21 H 20.103 12.511 12.420  -0.203
22 H 19.344 12.527 10.703  0.050
23 H 18.393 12.910 12.029  -0.496
24 H 19.284 10.948 14.096  0.546
25 H 17.628 11.200 13.622  0.214
26 H 18.214 9.535 13.728  0.426
27 H 22.064 11.083 10.119  0.565
28 H 20.473 11.566 9.466  0.388
29 H 21.492 10.396 8.677  0.599
30 H 21.398 11.123 11.926  0.160
31 C 10.241 22.412 17.571  -1.924
32 C 10.661 20.938 17.363  1.591
33 C 10.468 20.554 15.913  -1.471
34 C 11.065 19.222 15.566  -0.618
35 C 12.527 19.159 15.830  -0.689
36 C 12.833 19.555 17.299  1.757
37 N 12.131 20.859 17.672  0.110
38 O 12.401 21.226 18.982  -0.466
39 C 12.510 18.367 18.261  -0.431
40 C 14.339 19.814 17.442  -1.577
41 C 9.791 20.050 18.262  -1.901
42 H 10.531 23.001 16.706  0.387
43 H 10.664 22.821 18.491  0.411
44 H 9.164 22.517 17.662  0.380
45 H 9.385 20.558 15.772  0.491
46 H 10.944 21.350 15.350  0.381
47 H 10.884 19.002 14.522  0.401
48 H 10.570 18.457 16.164  0.517
49 H 13.092 19.866 15.197  0.634
50 H 12.973 18.207 15.578  -0.465
51 H 11.561 17.877 18.011  0.205
52 H 13.391 17.723 18.091  -0.900
53 H 12.439 18.574 19.326  0.510
54 H 14.824 18.888 17.122  -0.016
55 H 14.661 20.694 16.807  0.426
56 H 14.607 20.041 18.499  0.338
57 H 9.953 18.985 18.213  0.380
58 H 8.747 20.264 18.052  0.479
59 H 9.919 20.330 19.280  0.535
60 H 11.826 20.665 19.548  0.389
61 C 21.168 16.259 14.521  -1.677
62 C 22.418 15.389 14.195  2.210
63 C 22.066 13.974 14.514  0.429
64 C 23.024 12.938 13.949  -1.501
65 C 23.201 13.168 12.392  -0.709
66 C 23.648 14.627 12.009  1.836
67 N 22.727 15.525 12.744  1.520
68 O 23.006 16.882 12.451  -0.647
69 C 25.073 14.780 12.302  -1.735
70 C 23.392 14.878 10.497  -1.686
71 C 23.529 15.940 15.103  -1.967
72 H 20.900 15.974 15.540  0.307
73 H 20.299 15.988 13.884  0.085
74 H 21.354 17.320 14.526  0.472
75 H 21.965 13.746 15.609  -1.077
76 H 21.089 13.773 14.052  -0.294
77 H 22.728 11.930 14.180  0.637
78 H 24.022 12.942 14.398  0.629
79 H 22.240 13.018 11.865  -0.780
80 H 23.925 12.540 11.844  0.725
81 H 25.338 15.840 12.191  0.311
82 H 25.361 14.425 13.272  0.416
83 H 25.645 14.210 11.578  0.490
84 H 24.226 14.576 9.908  0.487
85 H 22.546 14.239 10.260  0.250
86 H 23.135 15.913 10.250  0.137
87 H 24.486 15.429 14.892  0.309
88 H 23.223 15.661 16.097  0.388
89 H 23.633 17.017 15.043  0.524
90 H 23.822 17.067 12.952  0.290
91 C 12.787 13.283 19.259  -1.464
92 C 13.243 14.020 20.588  2.455
93 C 12.421 15.284 20.671  -0.785
94 C 10.934 15.130 21.102  -0.952
95 C 10.931 14.377 22.361  -1.437
96 C 11.718 13.081 22.408  1.839
97 N 13.120 13.267 21.827  0.160
98 O 13.626 11.972 21.625  -0.551
99 C 11.905 12.638 23.899  -1.809
100 C 10.910 12.007 21.644  -1.766
101 C 14.741 14.308 20.424  -1.441
102 H 13.442 12.485 18.928  0.253
103 H 12.770 14.068 18.501  0.271
104 H 11.777 12.885 19.334  0.476
105 H 12.953 15.944 21.350  0.617
106 H 12.451 15.688 19.652  -0.286
107 H 10.451 14.577 20.295  0.380
108 H 10.500 16.150 21.187  0.354
109 H 9.925 14.112 22.592  0.514
110 H 11.245 15.112 23.139  0.402
111 H 12.706 13.264 24.375  0.407
112 H 10.952 12.911 24.396  0.402
113 H 12.133 11.592 24.060  0.375
114 H 11.666 11.356 21.186  0.335
115 H 10.313 11.411 22.324  0.511
116 H 10.283 12.435 20.864  0.313
117 H 14.896 15.013 19.618  -0.760
118 H 15.257 13.375 20.170  0.469
119 H 15.127 14.784 21.337  0.390
120 H 14.457 11.956 22.090  0.315
121 C 22.316 11.621 19.897  -2.189
122 C 21.026 12.329 19.560  1.774
123 C 21.288 13.297 18.380  -1.576
124 C 20.061 13.853 17.749  1.194
125 C 19.172 12.698 17.297  0.047
126 C 18.887 11.638 18.399  2.027
127 N 20.128 11.274 19.109  0.145
128 O 19.944 10.302 20.041  -0.511
129 C 17.826 12.214 19.322  -1.720
130 C 18.417 10.378 17.731  -2.273
131 C 20.480 13.121 20.812  -1.507
132 H 22.219 10.870 20.645  0.504
133 H 23.044 12.393 20.172  0.365
134 H 22.685 11.150 19.018  0.445
135 H 21.933 14.126 18.731  0.742
136 H 21.785 12.708 17.607  0.275
137 H 20.312 14.522 16.909  -0.535
138 H 19.475 14.462 18.493  -0.422
139 H 19.673 12.126 16.499  0.175
140 H 18.210 12.954 16.870  -0.528
141 H 17.657 11.534 20.188  0.666
142 H 17.972 13.186 19.789  0.143
143 H 16.926 12.318 18.752  0.449
144 H 19.200 9.878 17.174  0.518
145 H 18.059 9.650 18.492  0.402
146 H 17.511 10.616 17.119  0.208
147 H 20.133 12.419 21.581  0.339
148 H 19.737 13.902 20.632  0.140
149 H 21.318 13.700 21.181  0.475
150 H 19.363 10.673 20.710  0.408
151 C 16.112 17.645 14.355  0.071
152 C 15.753 16.378 13.528  1.759
153 C 17.039 15.544 13.378  0.543
154 C 17.351 14.777 14.613  0.704
155 C 16.204 13.947 15.088  -0.725
156 C 14.894 14.714 15.235  2.035
157 N 14.689 15.525 14.040  0.565
158 O 13.625 16.342 14.275  0.883
159 C 13.689 13.735 15.198  -1.754
160 C 14.965 15.448 16.606  0.221
161 C 15.265 16.793 12.073  -1.221
162 H 15.212 18.252 14.543  -0.154
163 H 16.793 18.178 13.684  -0.348
164 H 16.659 17.446 15.285  -0.433
165 H 16.967 14.872 12.500  -0.944
166 H 17.817 16.278 13.110  -0.221
167 H 17.754 15.369 15.424  -0.056
168 H 18.200 14.139 14.475  0.452
169 H 16.431 13.452 16.040  -0.410
170 H 16.064 13.109 14.385  -0.158
171 H 12.726 14.185 15.451  0.344
172 H 13.650 13.396 14.162  0.135
173 H 13.765 12.901 15.925  0.277
174 H 14.138 16.156 16.659  -0.108
175 H 14.898 14.776 17.467  -0.227
176 H 15.922 16.017 16.711  -1.145
177 H 15.040 15.971 11.384  -0.321
178 H 16.061 17.425 11.690  0.282
179 H 14.381 17.423 12.162  -0.015
180 H 12.892 15.900 13.835  -0.141
181 C 16.201 17.246 19.800  -1.344
182 C 17.387 16.479 18.994  1.271
183 O 18.496 16.536 19.836  -0.553
184 H 15.211 17.307 19.357  0.061
185 H 16.502 18.301 19.929  0.544
186 H 16.160 16.729 20.727  0.427
187 H 17.521 17.011 18.073  -0.365
188 H 17.177 15.414 18.890  -0.117
189 H 18.844 17.424 19.847  0.398
190 C 14.917 13.093 11.040  -0.353
191 C 13.969 13.576 9.964  -0.723
192 O 12.657 13.297 10.350  -0.657
193 H 14.613 13.403 12.049  -0.147
194 H 15.950 13.441 10.867  0.071
195 H 14.864 11.999 11.121  0.585
196 H 14.230 13.053 9.061  0.514
197 H 14.041 14.624 9.714  0.320
198 H 12.084 13.551 9.609  0.319
199 C 18.781 19.724 12.381  -0.370
200 C 18.404 21.079 12.991  -0.369
201 O 17.723 21.831 11.980  -0.561
202 H 17.798 19.265 12.152  0.041
203 H 19.402 19.072 13.048  -0.043
204 H 19.231 19.928 11.427  0.624
205 H 19.313 21.567 13.395  0.276
206 H 17.736 20.890 13.838  0.167
207 H 17.339 22.599 12.393  0.324
208 C 18.927 16.164 9.606  -1.154
209 C 20.037 16.461 10.618  0.270
210 O 20.230 15.301 11.378  -0.137
211 H 17.982 15.990 10.136  -0.010
212 H 19.076 15.381 8.880  0.312
213 H 18.760 17.127 9.059  0.414
214 H 19.726 17.291 11.246  -0.297
215 H 20.987 16.788 10.133  0.331
216 H 21.046 15.286 11.893  -0.230
217 C 11.390 21.125 11.392  -1.494
218 C 12.615 20.526 12.121  0.968
219 O 13.529 21.520 12.511  -0.511
220 H 11.677 21.371 10.380  0.479
221 H 11.007 22.003 11.927  0.402
222 H 10.611 20.377 11.285  0.354
223 H 13.080 19.828 11.407  0.082
224 H 12.279 20.090 13.059  -0.593
225 H 13.453 22.236 11.844  0.311
226 C 19.061 19.187 16.094  -0.577
227 C 20.364 19.949 16.064  -0.293
228 O 20.424 20.965 17.044  -0.632
229 H 19.179 18.248 15.540  -0.100
230 H 18.247 19.701 15.608  0.237
231 H 18.798 18.873 17.103  0.697
232 H 20.521 20.385 15.079  0.257
233 H 21.254 19.318 16.250  0.108
234 H 19.532 21.274 17.238  0.338
235 C 11.211 16.990 11.237  -0.291
236 C 10.707 15.704 11.880  -0.567
237 O 11.772 14.971 12.562  -0.386
238 H 12.118 16.811 10.648  0.140
239 H 11.484 17.731 11.983  -0.322
240 H 10.419 17.388 10.567  0.501
241 H 10.305 15.160 11.019  0.325
242 H 9.959 15.908 12.629  0.356
243 H 12.095 14.325 11.883  0.227

***

Below is a cluster of 2 separate species, FH3N2 in total, with properties calculated with ωB97M-V/def2-TZVPD.

Summary:
HOMO level (spin up / spin down) in eV: -9.021 / -9.693
E_LUMO (spin up / spin down) in eV: 0.514 / 0.113
Gap between HOMO and LUMO (spin up / spin down) in eV: 9.535 / 9.806
Net charge: 0

Last column: natural (NBO) charge in e.
Atoms and positions in Å:
1 N -0.553 -0.596 0.080  -0.623
2 N 0.317 0.222 -0.426  0.149
3 F 1.554 0.264 0.333  -0.302
4 H -0.956 -1.312 -0.532  0.387
5 H -0.661 -0.944 1.101  0.384
6 H 0.298 2.367 -0.555  0.005

***

Below is a structure of composition C50H38BrIMoO3S8, with properties calculated with ωB97M-V/def2-TZVPD.

Summary:
HOMO level (spin up / spin down) in eV: -11.925 / -11.925
E_LUMO (spin up / spin down) in eV: -6.859 / -6.857
Gap between HOMO and LUMO (spin up / spin down) in eV: 5.066 / 5.068
Net charge: +2

Last column: Mulliken charge in e.
Atoms and positions in Å:
1 Mo 0.378 0.598 1.821  0.363
2 C 7.086 -1.946 -2.454  -1.579
3 C 5.683 -1.559 -2.092  0.896
4 C 4.597 -2.286 -2.588  -0.920
5 C 3.300 -1.955 -2.247  -0.662
6 C 3.092 -0.880 -1.389  0.072
7 C 4.148 -0.144 -0.870  -0.408
8 C 5.441 -0.486 -1.236  -0.813
9 S 1.461 -0.427 -0.917  1.625
10 O 0.606 -1.662 -0.735  -0.703
11 C 0.799 0.531 -2.265  1.756
12 C 1.379 1.814 -2.405  -1.634
13 C 0.782 2.741 -3.199  -1.391
14 C -0.439 2.445 -3.856  0.954
15 C -1.095 3.421 -4.640  -1.063
16 C -2.271 3.131 -5.271  -0.747
17 C -2.836 1.847 -5.145  -0.838
18 C -2.217 0.879 -4.405  -1.093
19 C -0.999 1.151 -3.733  1.219
20 C -0.336 0.155 -2.935  -0.715
21 C -0.884 -1.232 -3.055  0.588
22 C -0.602 -1.917 -4.274  0.763
23 C 0.384 -1.458 -5.187  -0.890
24 C 0.634 -2.142 -6.341  -0.870
25 C -0.093 -3.310 -6.659  -0.703
26 C -1.052 -3.771 -5.806  -1.102
27 C -1.326 -3.092 -4.596  0.781
28 C -2.344 -3.535 -3.720  -1.139
29 C -2.572 -2.902 -2.536  -1.256
30 C -1.792 -1.781 -2.183  0.043
31 S -1.993 -0.890 -0.669  1.113
32 O -2.865 1.365 0.897  -0.668
33 C -2.639 -1.898 0.495  0.539
34 C -2.550 -3.303 0.484  -1.034
35 C -3.175 -4.055 1.436  -0.799
36 C -3.977 -3.497 2.496  0.606
37 C -4.652 -4.413 3.479  -1.645
38 C -4.022 -2.161 2.601  -1.103
39 C -3.381 -1.216 1.639  0.541
40 H 7.128 -2.400 -3.442  0.398
41 H 7.473 -2.676 -1.740  0.293
42 H 7.751 -1.084 -2.439  0.397
43 H 4.779 -3.121 -3.253  0.427
44 H 2.456 -2.521 -2.622  0.531
45 H 3.964 0.682 -0.191  0.488
46 H 6.275 0.082 -0.845  0.424
47 H 2.311 2.034 -1.897  0.869
48 H 1.229 3.718 -3.335  0.470
49 H -0.645 4.402 -4.733  0.487
50 H -2.767 3.880 -5.872  0.422
51 H -3.768 1.623 -5.647  0.491
52 H -2.665 -0.103 -4.331  0.362
53 H 0.950 -0.564 -4.962  0.488
54 H 1.394 -1.785 -7.023  0.477
55 H 0.112 -3.834 -7.583  0.439
56 H -1.620 -4.662 -6.042  0.485
57 H -2.951 -4.385 -4.004  0.469
58 H -3.375 -3.238 -1.897  0.832
59 H -1.940 -3.798 -0.256  0.756
60 H -3.041 -5.131 1.406  0.471
61 H -4.892 -5.371 3.020  0.429
62 H -5.574 -3.974 3.853  0.409
63 H -4.002 -4.610 4.334  0.299
64 H -4.535 -1.683 3.426  0.490
65 H -4.182 -0.625 1.177  0.286
66 S 2.100 -1.137 8.147  -0.109
67 C 1.983 -1.357 6.555  0.066
68 S 0.474 -1.843 5.761  0.025
69 C 1.125 -1.728 4.169  -0.133
70 C 2.401 -1.363 4.027  0.219
71 S 2.560 -1.124 2.275  -0.099
72 S 3.332 -1.052 5.447  0.005
73 S 0.536 -1.702 2.476  0.107
74 Br 0.879 1.604 4.183  -0.008
75 C 2.385 2.773 3.976  0.544
76 C 3.142 3.005 5.114  -0.846
77 C 4.222 3.872 5.049  -0.654
78 C 4.541 4.501 3.854  -0.671
79 C 3.781 4.262 2.719  -0.665
80 C 2.700 3.393 2.785  0.440
81 I 1.630 3.087 1.009  0.235
82 H 2.884 2.512 6.042  0.497
83 H 4.813 4.054 5.936  0.414
84 H 5.382 5.178 3.800  0.408
85 H 4.032 4.752 1.788  0.444
86 C -2.461 2.331 -0.082  -0.466
87 S -1.709 0.975 2.038  2.101
88 O -2.596 -0.374 2.498  -0.431
89 C -2.300 2.075 3.314  0.085
90 C -3.155 1.681 4.332  -0.322
91 C -3.559 2.620 5.271  -0.692
92 C -3.127 3.934 5.185  -0.654
93 C -2.274 4.320 4.160  -0.963
94 C -1.849 3.390 3.225  -0.088
95 H -3.169 2.240 -0.902  0.317
96 H -1.452 2.114 -0.446  -0.003
97 H -2.505 3.335 0.339  0.352
98 H -3.496 0.659 4.399  0.405
99 H -4.221 2.319 6.072  0.460
100 H -3.454 4.659 5.918  0.419
101 H -1.935 5.345 4.090  0.466
102 H -1.164 3.680 2.438  0.320

***

Max |F| (eV Å⁻¹)
3.28; 3.66; 1.49
Energy relative to the best compared isomer or geometry (same formula, charge and spin) (eV)
0.475; 3.843; 5.507